# 1
{
  "formula": "C27H30N",
  "method": "ωB97M-V/def2-TZVPD",
  "species": ["N", "C", "C", "C", "C", "C", "C", "C", "C", "C", "C", "C", "C", "C", "C", "C", "C", "C", "C", "C", "C", "C", "C", "C", "C", "C", "C", "C", "H", "H", "H", "H", "H", "H", "H", "H", "H", "H", "H", "H", "H", "H", "H", "H", "H", "H", "H", "H", "H", "H", "H", "H", "H", "H", "H", "H", "H", "H"],
  "positions_angstrom": [[-0.76111, 1.10786, 0.29961], [-3.54997, 6.97707, -3.31789], [-2.96669, 5.84143, -2.73902], [-4.50956, 7.57969, -1.18320], [-3.94215, 7.22642, 1.80704], [-5.00430, 3.84292, 0.48630], [-4.32904, 7.84344, -2.53709], [-4.63583, 4.90404, 1.29601], [0.19520, 2.12659, -0.07870], [-4.87379, 7.50586, 2.82847], [-2.73242, 7.95614, 1.75850], [-6.07755, 0.25346, 0.47292], [-4.61923, 8.51779, 3.75251], [-5.61018, 2.28630, 2.35489], [-6.21415, -0.00880, 1.84591], [-4.19009, 6.15543, 0.83498], [-0.82632, 0.83943, 1.71752], [-5.98084, 1.01235, 2.77904], [0.54065, 0.52123, 2.31612], [-5.44654, 2.56258, 0.97141], [-3.18708, 5.55234, -1.39094], [-2.05878, 1.27459, -0.30511], [1.59281, 1.84614, 0.46745], [1.55706, 1.60735, 1.97485], [-3.40650, 9.22187, 3.70444], [-2.45564, 8.92792, 2.71483], [-5.71127, 1.52146, 0.04371], [-3.95685, 6.41956, -0.58961], [-2.00706, 7.70873, 0.98054], [-1.50287, 9.45909, 2.67875], [-2.73708, 4.67287, -0.92597], [2.54754, 1.31170, 2.32776], [-5.43376, 3.08018, 3.08151], [-2.58992, 2.18307, 0.04460], [-4.71413, 4.79851, 2.38166], [-6.25876, -0.53088, -0.26436], [-5.36980, 8.75029, 4.51037], [2.23681, 2.69676, 0.22533], [-5.80708, 6.93905, 2.84878], [0.42645, 0.42077, 3.39941], [-2.34133, 5.17291, -3.33425], [-3.39160, 7.19317, -4.37584], [0.88844, -0.43837, 1.91366], [-3.20233, 10.00325, 4.43708], [-1.52122, 0.00031, 1.87674], [0.21542, 2.19436, -1.17748], [-5.60994, 1.75147, -1.02007], [1.99620, 0.95558, -0.03021], [-6.50501, -1.00230, 2.18215], [-6.08808, 0.81336, 3.84670], [-4.78958, 8.73002, -2.97671], [-2.69791, 0.41275, -0.06481], [-1.95410, 1.34648, -1.39726], [-0.12880, 3.11360, 0.31835], [-1.23248, 1.72671, 2.25090], [-5.03254, 3.99048, -0.59746], [-5.10941, 8.24630, -0.56059], [1.27477, 2.53751, 2.48048]],
  "atomic_forces_ev_per_a": [[0.0978, -0.6109, -0.4405], [0.0066, -0.0900, 0.2916], [-0.1912, 0.1102, 0.1144], [0.1531, -0.1019, 0.2719], [0.0369, 0.2995, 0.2765], [-0.4490, 0.0869, 0.1328], [0.1014, -0.2382, 0.1041], [0.0128, 0.3065, 0.2301], [-0.0885, 0.2615, 0.1129], [0.2171, -0.0567, -0.0924], [-0.2771, -0.1318, -0.1983], [-0.0357, 0.0280, 0.1092], [0.1256, -0.0837, -0.1610], [0.1220, -0.2551, -0.2518], [0.1651, 0.4508, -0.3382], [-0.1251, -0.3388, -0.1651], [-0.0857, 0.2154, 0.2398], [0.0290, 0.2733, -0.0471], [-0.0787, -0.1168, -0.1887], [-0.1267, -0.4856, 0.2143], [-0.1017, 0.0538, 0.0074], [0.0939, -0.0814, -0.0978], [-0.1049, -0.1727, -0.1149], [-0.0922, -0.0425, -0.0793], [-0.0434, -0.2319, -0.2591], [-0.2740, -0.0846, 0.0724], [0.0978, 0.3791, 0.1000], [0.2419, 0.2302, -0.4921], [-0.1769, 0.1770, 0.2242], [-0.3373, -0.1432, 0.0602], [-0.0050, 0.2366, -0.2004], [-0.0475, 0.1277, 0.0553], [-0.0863, -0.3861, -0.1106], [0.0448, 0.0651, 0.0590], [0.1592, -0.0153, -0.4223], [0.0327, 0.2304, 0.2915], [0.2979, -0.0374, -0.2233], [0.0077, -0.1294, -0.0055], [0.2150, 0.2527, 0.1016], [0.0799, -0.0655, -0.0899], [-0.2170, 0.2525, 0.1662], [-0.0322, -0.0733, 0.3344], [-0.0533, 0.0908, 0.1030], [-0.0634, -0.2320, -0.1995], [0.1632, 0.2556, 0.0032], [-0.0109, 0.0134, 0.3001], [-0.0189, -0.2102, 0.2856], [-0.0188, 0.1394, 0.0267], [0.0783, 0.2289, -0.0571], [0.0023, 0.0462, -0.3521], [0.1708, -0.3125, 0.1041], [0.1577, 0.1984, -0.0988], [-0.0604, -0.0503, 0.2523], [-0.0199, 0.0444, -0.1174], [-0.0965, -0.0835, 0.0379], [0.1456, -0.0699, 0.3066], [0.1897, -0.1174, -0.2253], [0.0726, -0.0058, 0.0391]],
  "de_lowest_kcal_mol": 3.49,
  "orbital_gap_ha": 0.183,
  "charge": 1,
  "total_energy_ha": -1101.3398
}


# 2
{
  "formula": "C5H12O2",
  "method": "ωB97M-V/def2-TZVPD",
  "species": ["O", "O", "C", "C", "C", "C", "C", "H", "H", "H", "H", "H", "H", "H", "H", "H", "H", "H", "H"],
  "positions_angstrom": [[1.41722, -2.12435, 2.03597], [-1.76118, -0.18296, 0.49464], [-0.43164, -0.20471, 0.96370], [1.78321, -1.38680, 0.88230], [0.50702, -1.06863, 0.11999], [-1.42514, 2.38355, -1.33824], [-0.86758, 1.47564, -2.13458], [-1.45290, 0.89300, -2.84191], [2.17883, -2.17525, 2.62330], [-0.83741, 2.94831, -0.61847], [-0.46428, -0.62348, 1.97168], [-0.00651, -2.00274, -0.13347], [-2.49267, 2.58878, -1.36319], [-0.01689, 0.81602, 1.04156], [0.76680, -0.57109, -0.82495], [2.47411, -1.96364, 0.24844], [0.19898, 1.26603, -2.09831], [-1.78163, 0.40568, -0.27087], [2.29267, -0.44865, 1.15996]],
  "atomic_forces_ev_per_a": [[0.2361, -0.1045, 0.2454], [-0.0954, 0.0966, -0.1716], [0.3423, -0.0399, 0.2165], [0.0595, 0.2239, -0.3365], [-0.0212, -0.0260, -0.0482], [0.0752, -0.0663, -0.1461], [-0.0514, 0.1528, 0.0735], [0.0604, 0.1237, 0.0796], [-0.1084, -0.0562, -0.0552], [-0.0677, -0.0697, -0.1301], [-0.0281, 0.0816, -0.0988], [0.0523, 0.0825, 0.0669], [0.1482, -0.0304, -0.0271], [-0.1052, -0.1543, 0.0002], [-0.0651, -0.0911, 0.1783], [-0.1254, 0.0795, 0.1048], [-0.1655, 0.0840, -0.0187], [-0.0603, -0.1337, 0.0692], [-0.0803, -0.1524, -0.0019]],
  "de_lowest_kcal_mol": 45.70,
  "orbital_gap_ha": 0.395,
  "total_energy_ha": -348.1320
}


# 3
{
  "formula": "C4H11N3O2",
  "method": "ωB97M-V/def2-TZVPD",
  "species": ["O", "O", "N", "N", "N", "C", "C", "C", "C", "H", "H", "H", "H", "H", "H", "H", "H", "H", "H", "H"],
  "positions_angstrom": [[-3.32474, -2.83191, 1.98781], [-2.82054, -0.69237, 2.29052], [0.66664, 1.28779, -1.02496], [3.09093, 0.94346, -0.77872], [1.52801, -0.71112, -0.25842], [0.32635, 2.62255, -1.51249], [-2.57904, -1.95575, 1.68957], [-1.44293, -1.83531, 0.76567], [1.72708, 0.66504, -0.78203], [0.91070, 2.90330, -2.36993], [-1.33094, -0.87839, 0.26250], [3.42317, 1.35615, -1.63392], [0.27535, 3.44619, -0.79176], [-1.12108, -2.60284, 0.07073], [0.88995, -1.29780, -0.78531], [1.07103, -0.57808, 0.63555], [-0.56358, -1.73799, 1.45703], [3.58175, 0.17816, -0.34992], [-0.72576, 2.46472, -1.76095], [-3.58234, -0.74581, 2.88908]],
  "atomic_forces_ev_per_a": [[0.3304, -1.3272, -0.4170], [0.9632, -0.5735, -0.7778], [-0.1887, 0.5451, 0.1659], [-1.1329, 0.6702, -0.1817], [0.6917, 0.3116, 0.6946], [-0.5329, -0.9965, 0.2958], [-2.1280, 2.4383, 1.0568], [2.7685, 0.5648, 0.5868], [-0.6596, -1.5223, 0.4732], [0.1673, 0.3620, -0.4801], [-0.8135, 0.1930, -0.0680], [0.4737, 0.0876, 0.2026], [0.6757, -0.3720, 0.3123], [-0.8980, -0.5481, 0.1738], [0.0848, 0.5803, -0.4038], [0.0100, -0.1159, 0.0838], [-0.5548, -0.2993, -0.2492], [0.4041, -0.0513, -0.5759], [0.1318, 0.5193, -0.6283], [0.2071, -0.4661, -0.2638]],
  "de_lowest_kcal_mol": 46.91,
  "orbital_gap_ha": 0.354,
  "total_energy_ha": -473.7280
}


# 4
{
  "formula": "C2H3FS",
  "method": "ωB97M-V/def2-TZVPD",
  "species": ["S", "F", "C", "C", "H", "H", "H"],
  "positions_angstrom": [[-1.64995, 0.88856, 1.16015], [1.56034, -0.48608, -0.41655], [0.27494, -0.16680, -0.65174], [-0.26217, 0.18246, 0.69036], [-0.48919, -1.18766, -1.10489], [0.18602, 0.69721, -1.20622], [0.38001, 0.07232, 1.52889]],
  "atomic_forces_ev_per_a": [[0.2378, -0.3767, -0.9107], [1.1875, -0.7062, -0.8256], [-3.2740, -3.9486, 1.4578], [-1.8667, 0.9983, 0.9602], [2.6747, 3.1555, 1.0767], [-0.1103, 1.5104, -2.0392], [1.1511, -0.6328, 0.2808]],
  "de_lowest_kcal_mol": 30.24,
  "orbital_gap_ha": 0.311,
  "total_energy_ha": -575.9798
}


# 5
{
  "formula": "C19H56O9",
  "method": "ωB97M-V/def2-TZVPD",
  "species": ["O", "O", "O", "O", "O", "O", "O", "O", "O", "C", "C", "C", "C", "C", "C", "C", "C", "C", "C", "C", "C", "C", "C", "C", "C", "C", "C", "C", "H", "H", "H", "H", "H", "H", "H", "H", "H", "H", "H", "H", "H", "H", "H", "H", "H", "H", "H", "H", "H", "H", "H", "H", "H", "H", "H", "H", "H", "H", "H", "H", "H", "H", "H", "H", "H", "H", "H", "H", "H", "H", "H", "H", "H", "H", "H", "H", "H", "H", "H", "H", "H", "H", "H", "H"],
  "positions_angstrom": [[-0.26167, 1.05648, -0.25440], [-2.72322, -2.50083, -0.75482], [1.29416, -2.97165, 4.49482], [4.18876, -3.64459, 3.15477], [-1.84950, -0.36052, -1.78013], [-0.66906, 4.08927, -0.14544], [0.37360, 4.28682, -2.56828], [1.80813, 1.41462, -3.30296], [-0.07914, -1.12137, -3.70488], [-0.28045, 0.41065, 1.03632], [-4.09783, -0.42770, -2.79070], [3.41077, 1.64784, -1.51932], [-0.36514, -3.50320, -3.48079], [4.32070, -1.51672, 4.23601], [0.55259, -2.33227, -3.85699], [0.14153, 5.04433, 0.44516], [0.33569, 4.74487, 1.92847], [-0.38174, 4.57118, -3.81234], [2.68068, 0.68505, -2.37598], [-0.73441, 3.27125, -4.44326], [0.97647, 0.46841, 1.90825], [-0.05795, -3.46412, 4.37319], [-3.75676, -3.29132, 1.27929], [4.93637, -2.89880, 4.15747], [-1.54954, 0.93762, 1.70244], [-2.84136, 0.42401, -2.55754], [-0.97633, -2.52292, 5.15834], [-3.37036, -2.06522, 0.44760], [-3.75953, -3.00329, 2.36592], [1.05350, 1.48633, 2.33153], [-3.13129, 1.22447, -1.93766], [-0.11982, -4.38275, 4.80604], [4.46099, -1.15584, 3.16859], [-4.74549, -3.64098, 1.07260], [-1.18468, -3.66287, -4.19221], [-0.66996, 4.68755, 2.37684], [3.42503, 0.05288, -2.95908], [-2.39740, -1.66484, -1.10618], [4.46364, -4.59394, 3.13362], [-0.38240, 4.11687, -1.03465], [-1.35745, 3.48908, -5.32083], [0.13630, 2.70468, -4.75064], [5.94615, -2.76630, 3.89589], [-1.17012, 2.63831, -3.68490], [0.89277, 5.58450, 2.32925], [-1.26442, 5.13055, -3.57363], [-0.59509, -1.10473, -2.92591], [-0.99373, -1.56364, 4.70395], [-1.66625, 1.98743, 1.39359], [-0.40762, 1.95507, -0.12591], [-0.77102, -3.46396, -2.46544], [-1.27347, 0.29821, -1.34140], [0.14509, -4.48060, -3.44238], [2.05624, 0.01737, -1.76246], [-0.60643, -2.44568, 6.21874], [0.98172, -2.35799, -4.85779], [3.21251, -1.50287, 4.43496], [-1.99927, -2.85923, 5.19976], [2.80158, 1.97810, -0.63455], [1.13706, 5.04916, -0.05154], [1.45499, -2.38365, -3.15814], [1.75158, -3.50834, 3.76882], [-0.30814, -3.52233, 3.30904], [1.21624, 3.78711, -2.74053], [-2.50973, 0.49416, 1.19642], [0.74247, 3.74033, 2.00839], [1.89060, 0.19599, 1.41967], [1.23612, 0.69109, -3.61239], [-0.32439, 6.04501, 0.44406], [-4.29018, -1.52774, 0.17587], [4.91364, -3.48618, 5.13129], [4.85659, -0.87196, 4.87166], [0.85186, -0.25682, 2.72474], [-3.00099, -4.07280, 1.15722], [3.79539, 2.48443, -2.07240], [-2.29090, 0.72012, -3.43339], [-2.76205, -1.40767, 1.06157], [-1.55490, 0.73742, 2.75532], [-0.36722, -0.64962, 0.75501], [-4.57866, -0.71902, -1.81233], [-4.85285, 0.22350, -3.28133], [4.38519, 1.24811, -1.12016], [0.26568, 5.21272, -4.40144], [-3.76243, -1.35606, -3.38546]],
  "atomic_forces_ev_per_a": [[1.5049, -2.5668, -0.1662], [-0.5129, -0.2773, 1.4255], [0.3066, -1.5609, -1.9543], [0.5727, -0.6865, 0.2259], [-0.8246, 1.0191, -0.9290], [-0.9845, -0.7071, 1.5038], [0.2787, 0.1715, -0.6214], [0.6098, -1.1525, 0.7989], [0.6110, 1.5277, -1.8416], [-0.5870, -1.0552, -0.6650], [0.5663, -0.6036, -0.1928], [1.1128, 0.2165, 2.0027], [0.1603, -1.0892, -0.4078], [-1.4675, -0.6694, -2.5189], [1.4605, -1.5051, 1.6135], [0.9128, 0.8377, 1.3988], [-1.1981, -0.2923, -0.9285], [2.0528, -0.6143, 1.1648], [0.0237, -0.6696, -1.2744], [0.1227, -0.0046, -0.7380], [-0.9634, 1.0635, 0.4544], [-0.0143, 3.1682, -0.3663], [0.7948, 0.8954, 1.3593], [-1.9472, -1.2812, 1.4703], [-1.5852, -0.6843, -1.8692], [0.3933, -2.2502, 0.9142], [0.8529, -0.7042, 0.8472], [-0.6411, -1.2966, -0.3629], [-0.0030, -0.2766, -0.8294], [0.2874, -0.4402, 0.0119], [-0.1047, 1.4474, 0.5349], [-0.1400, -2.9273, 1.0425], [-0.3161, 0.0654, 1.1788], [-0.4830, -0.4651, -0.4083], [0.0200, 0.3676, 0.1684], [0.3577, 0.2345, 0.0862], [-0.9295, 0.6514, 0.4810], [0.4247, 0.1724, -0.6618], [-0.1316, 1.3337, 0.2057], [0.2117, -0.3085, -2.3730], [-0.1602, -0.5467, 0.2698], [0.3483, 0.1727, -0.3038], [1.4576, -0.1553, -0.6220], [-0.7781, -0.0672, -0.0104], [0.3387, -0.3727, 0.5511], [-0.3473, 0.2897, 0.6331], [-1.1986, 0.0914, 1.6219], [0.1438, 1.0423, -0.2704], [0.3033, 0.0455, 0.9266], [-0.2901, 3.0708, 0.3070], [-0.1141, 0.6858, -0.1152], [0.2353, -0.1231, 0.3640], [0.3268, 0.4157, -0.3452], [0.1990, 0.0978, -0.2070], [-0.2762, 0.0282, -1.0484], [-0.3226, -0.3079, -0.1484], [1.2265, -0.1747, 0.0529], [-0.3635, -0.4080, -0.0616], [0.5202, -0.0660, -0.9199], [-0.5591, 0.3324, 0.1600], [-0.7858, 0.0057, -0.6725], [-0.1440, 1.3891, 1.6453], [-0.2944, 0.0291, 0.1154], [-1.3902, 0.4560, -0.2331], [1.8622, 0.4685, 1.0724], [0.6245, 0.1725, 0.4429], [0.3841, -0.0140, -0.6180], [-0.2995, 0.3863, -0.2278], [0.2119, -0.1010, -0.6446], [0.0810, 0.1752, 0.1688], [-0.1040, 0.8078, -0.9400], [0.5999, 0.7547, 0.9312], [-0.0945, 0.2846, -0.0620], [-0.2406, 0.0311, -0.0782], [-0.3384, 0.7040, -0.4678], [-0.3862, 0.3066, -0.6272], [0.3638, 0.0349, -0.1922], [-0.2529, 0.2508, 0.6068], [-0.3394, 0.1298, 0.1454], [0.7869, 0.0896, -1.0098], [0.5038, -0.7015, -0.2215], [-1.1032, -0.1870, -0.1334], [-0.0407, 0.0183, -0.4270], [-1.0984, 1.3744, 0.8132]],
  "de_lowest_kcal_mol": 94.27,
  "orbital_gap_ha": 0.372,
  "total_energy_ha": -1434.5362
}